[1]
Here is a molecular structure, C30H33As2CeN3O2S2 from the OMol25 dataset. Energies are from wB97M-V/def2-TZVPD.

As for the charge: +1. As for the spin multiplicity: 2. The highest occupied orbital energy (alpha / beta) comes out at -0.3720 / -0.3726 Eh. Its expectation value of S² is 0.751. As for the relative energy (zero: lowest compared OMol25 entry of this formula, charge and spin): 122.7 kJ/mol.

Last column: Mulliken charge in e.
Positions of all 73 atoms, in Å:
Ce -0.49 0.42 -0.40  1.017
N 1.02 -4.23 -0.06  -0.447
C 0.36 -3.01 0.14  0.336
S -0.51 -2.33 -1.22  -0.442
N 0.52 -2.52 1.35  -1.012
N 0.27 -1.15 1.46  0.964
C 0.61 -0.76 2.66  -0.932
C 0.81 0.55 3.19  1.157
C 1.16 0.64 4.56  -0.588
C 1.71 1.78 5.16  -0.881
C 1.71 2.92 4.36  -0.572
C 1.30 2.84 3.03  -0.523
C 0.74 1.73 2.44  0.117
O 0.42 1.67 1.15  -0.316
H 0.43 -4.87 -0.56  0.263
H 1.37 -4.60 0.83  0.282
H 1.00 -1.52 3.34  0.350
H 0.95 -0.20 5.20  0.455
H 1.96 1.89 6.26  0.340
H 2.06 3.85 4.73  0.461
H 1.24 3.77 2.48  0.412
C -2.85 -1.85 2.34  -1.092
As -3.14 -0.40 1.07  0.727
C -4.43 0.80 1.88  -1.171
C -4.28 -1.25 -0.29  -0.143
C -5.37 -1.92 0.25  -0.650
C -6.17 -2.72 -0.53  -0.830
C -5.85 -2.80 -1.91  -0.673
C -4.86 -2.06 -2.47  -0.388
C -4.05 -1.25 -1.68  0.686
As -2.78 -0.03 -2.42  0.680
C -2.29 -0.59 -4.14  -1.400
C -4.03 1.41 -3.06  -1.077
H -3.86 -2.12 2.71  0.525
H -2.19 -1.45 3.14  0.303
H -2.32 -2.56 1.76  0.259
H -5.39 0.31 2.07  0.400
H -4.43 1.64 1.19  0.359
H -4.01 1.15 2.83  0.418
H -5.57 -2.09 1.30  0.223
H -6.93 -3.32 -0.08  0.434
H -6.51 -3.44 -2.47  0.404
H -4.58 -2.08 -3.55  0.290
H -3.06 -0.91 -4.87  0.433
H -1.46 -1.26 -4.14  0.411
H -1.82 0.29 -4.62  0.442
H -4.36 1.13 -4.12  0.327
H -3.49 2.34 -3.24  0.383
H -4.90 1.57 -2.38  0.338
O 1.15 1.27 -2.15  -0.633
S 2.40 0.39 -2.35  0.201
C 3.75 1.54 -2.57  0.450
C 5.03 1.10 -2.79  -0.168
C 6.06 2.08 -2.78  -0.684
C 5.81 3.39 -2.59  -0.513
C 4.48 3.85 -2.45  -0.606
C 3.48 2.90 -2.44  -0.008
C 2.93 0.03 -0.63  0.475
C 3.14 1.04 0.27  0.021
C 3.76 0.69 1.46  -0.786
C 3.94 -0.68 1.81  -0.579
C 3.62 -1.68 0.87  -0.567
C 3.21 -1.30 -0.38  -0.374
H 5.30 0.10 -2.66  0.454
H 7.12 1.75 -2.82  0.334
H 6.61 4.05 -2.67  0.458
H 4.28 4.92 -2.46  0.395
H 2.40 3.37 -2.41  0.126
H 2.96 2.11 -0.01  0.275
H 3.95 1.37 2.28  0.390
H 4.42 -0.93 2.74  0.460
H 3.64 -2.72 1.18  0.365
H 2.93 -2.04 -1.13  0.451

***

[2]
Here is a molecular structure, CH2Br2O3 from the OMol25 dataset. Energies are from wB97M-V/def2-TZVPD.

The highest occupied orbital energy (alpha / beta) comes out at -0.2909 / -0.2909 Eh. As for the relative energy (zero: lowest compared OMol25 entry of this formula, charge and spin): 460.1 kJ/mol.

Last column: natural (NBO) charge in e.
Positions of all 8 atoms, in Å:
C -0.03 0.49 -0.26  0.742
O -0.39 0.49 -1.52  -0.659
O 1.14 0.87 0.16  -0.647
O 0.11 -1.78 0.25  -0.910
Br -1.35 0.93 1.09  0.101
Br -0.97 -2.24 1.46  0.297
H 0.28 0.07 -2.23  0.549
H 1.21 1.17 1.05  0.528

***

[3]
Here is C2H2ClN in the gas phase from the OMol25 dataset. Energies are from wB97M-V/def2-TZVPD.

The highest occupied orbital energy comes out at -0.3092 Eh. As for the relative energy (zero: lowest compared OMol25 entry of this formula, charge and spin): 237.9 kJ/mol.

Last column: natural (NBO) charge in e.
Positions of all 6 atoms, in Å:
C 1.14 0.96 -0.15  0.020
C -0.64 -0.65 -0.09  -0.001
N 0.30 0.12 0.05  -0.335
Cl -2.37 0.05 0.14  -0.083
H 1.99 1.15 0.50  0.182
H -0.43 -1.63 -0.46  0.216

***

[4]
Here is a gas-phase ion, C15H26BN2O5S (charge +1) from the OMol25 dataset. Energies are from wB97M-V/def2-TZVPD.

As for the charge: +1. The highest occupied orbital energy comes out at -0.4399 Eh.

Last column: natural (NBO) charge in e.
Positions of all 50 atoms, in Å:
C 3.77 -3.24 2.57  -0.248
O 4.30 -3.74 1.34  -0.713
B 4.80 -2.78 0.52  1.207
O 6.15 -2.68 0.27  -0.871
C 3.81 -1.75 -0.25  -0.319
N 2.50 -2.47 -0.48  -0.596
C 1.56 -2.22 0.26  0.879
O 0.71 -2.12 1.04  -0.442
C 4.23 -1.25 -1.64  -0.265
N 3.64 0.06 -1.90  -0.483
C 3.18 0.70 -0.88  0.281
C 2.49 2.02 -0.86  -0.499
C 1.05 1.81 -1.46  -0.369
C 0.04 1.33 -0.41  -0.404
C -0.37 2.42 0.60  -0.408
C -1.75 3.06 0.32  -0.401
C -2.92 2.40 1.10  -0.395
C -3.74 1.51 0.13  -0.424
C -4.66 0.50 0.82  -0.065
O -4.49 -0.83 0.25  -0.552
C -5.37 -1.04 -0.77  0.810
C -6.40 -2.14 -0.58  -0.724
O -5.36 -0.37 -1.77  -0.566
S 3.44 -0.15 0.62  0.386
H 3.70 -2.15 2.61  0.153
H 4.38 -3.56 3.42  0.216
H 2.75 -3.62 2.68  0.205
H 6.42 -1.76 0.39  0.499
H 5.26 -1.39 -1.99  0.262
H 3.67 -1.92 -2.31  0.264
H 3.62 0.44 -2.85  0.447
H 3.02 2.71 -1.52  0.260
H 2.40 2.41 0.15  0.259
H 0.73 2.73 -1.95  0.236
H 1.12 1.03 -2.23  0.201
H 0.44 0.48 0.14  0.196
H -0.85 0.99 -0.95  0.230
H -0.44 1.94 1.58  0.212
H 0.38 3.21 0.70  0.196
H -1.99 3.13 -0.74  0.204
H -1.69 4.09 0.69  0.213
H -3.57 3.21 1.44  0.211
H -2.57 1.81 1.94  0.195
H -4.32 2.17 -0.52  0.219
H -3.02 0.95 -0.48  0.207
H -5.70 0.78 0.64  0.186
H -4.47 0.41 1.89  0.193
H -6.84 -2.02 0.41  0.233
H -7.15 -2.03 -1.35  0.242
H -5.91 -3.11 -0.62  0.243

***

[5]
Here is 2 unconnected molecules or ions with the total composition ClNO3S from the OMol25 dataset. Energies are from wB97M-V/def2-TZVPD.

As for the charge: -2. The highest occupied orbital energy (alpha / beta) comes out at 0.0081 / 0.0372 Eh. As for the relative energy (zero: lowest compared OMol25 entry of this formula, charge and spin): 70.9 kJ/mol.

Last column: natural (NBO) charge in e.
Positions of all 6 atoms, in Å:
N -0.26 -0.92 0.96  -0.939
O 1.47 -0.85 -0.70  -0.993
O 1.01 2.43 -0.13  -0.987
O -0.79 -0.26 -1.50  -1.013
S 0.24 -0.14 -0.39  1.975
Cl -1.65 -0.27 1.74  -0.043

***

[6]
Here is a molecular structure, C40H34N11NbO5S from the OMol25 dataset. Energies are from wB97M-V/def2-TZVPD.

As for the charge: +2. The highest occupied orbital energy (alpha / beta) comes out at -0.4437 / -0.4437 Eh. As for the relative energy (zero: lowest compared OMol25 entry of this formula, charge and spin): 0.0 kJ/mol.

Last column: Mulliken charge in e.
Positions of all 92 atoms, in Å:
Nb 0.52 -0.07 0.06  -0.170
C 1.82 2.55 -1.95  -0.986
N 0.54 2.16 -1.32  0.493
C -0.38 3.31 -0.98  -1.295
C -1.01 2.97 0.32  -0.145
N -0.77 1.85 1.00  1.545
C -1.46 1.98 2.23  -0.101
C -1.40 1.20 3.38  0.259
C -2.08 1.63 4.52  -1.199
C -2.56 2.93 4.58  -0.636
C -2.50 3.77 3.44  -0.811
C -2.07 3.24 2.25  0.103
N -1.81 3.83 1.01  -0.043
C 2.60 1.22 -2.10  -0.376
N 2.42 0.11 -1.34  1.237
C 3.52 -0.81 -1.68  -0.170
C 3.97 -1.99 -1.12  -0.398
C 5.18 -2.53 -1.60  -0.819
C 5.87 -1.86 -2.62  -0.451
C 5.45 -0.72 -3.21  -0.928
C 4.26 -0.16 -2.71  0.624
N 3.66 1.08 -2.95  -0.088
H 2.34 3.24 -1.24  0.510
H 1.81 3.12 -2.89  0.518
H 0.07 1.66 -2.14  0.122
H -1.17 3.44 -1.72  0.400
H 0.22 4.25 -0.84  0.676
H -0.76 0.33 3.50  0.179
H -1.98 1.00 5.41  0.452
H -2.99 3.40 5.47  0.397
H -2.86 4.82 3.45  0.394
H -2.03 4.85 0.80  0.362
H 3.38 -2.38 -0.29  0.221
H 5.55 -3.48 -1.21  0.442
H 6.85 -2.18 -2.91  0.386
H 5.96 -0.24 -4.03  0.450
H 4.18 1.82 -3.43  0.331
O 3.39 2.99 1.48  -0.714
C 3.58 2.70 2.78  0.269
C 4.37 3.54 3.60  -0.666
C 4.28 3.34 4.99  -0.375
C 3.71 2.21 5.54  -0.693
C 3.00 1.34 4.71  -0.434
C 2.91 1.58 3.34  -0.195
C 2.09 0.78 2.47  1.317
O 1.85 1.15 1.23  -0.083
N 1.55 -0.34 2.89  -1.258
N 1.10 -1.12 1.87  1.361
C 1.01 -2.43 2.20  -0.759
C 0.78 -3.44 1.23  0.667
C 0.78 -4.87 1.56  -0.956
C 0.35 -5.85 0.69  -0.804
C -0.18 -5.46 -0.52  -0.398
C -0.12 -4.13 -0.97  -0.615
C 0.41 -3.15 -0.20  0.769
O 0.43 -1.88 -0.67  -0.176
H 2.63 2.30 1.22  0.350
H 5.03 4.26 3.13  0.454
H 4.79 4.10 5.60  0.363
H 3.75 1.93 6.63  0.366
H 2.45 0.46 5.16  0.339
H 1.23 -2.65 3.26  0.467
H 1.17 -5.19 2.51  0.454
H 0.38 -6.89 1.00  0.454
H -0.51 -6.23 -1.24  0.399
H -0.46 -3.90 -1.96  0.539
N -5.82 -2.61 -5.86  -0.553
C -5.04 -1.76 -5.10  1.100
C -5.50 -0.49 -4.73  -0.862
C -4.73 0.28 -3.87  -0.204
C -3.39 -0.10 -3.55  -0.292
C -2.91 -1.33 -4.00  -0.554
C -3.72 -2.13 -4.79  -0.769
S -2.32 0.90 -2.52  1.615
O -1.23 1.35 -3.36  -0.970
O -3.07 1.86 -1.73  -0.763
N -1.57 -0.11 -1.48  0.347
C -2.35 -0.57 -0.47  0.117
N -3.68 -0.80 -0.62  -0.455
C -4.32 -1.16 0.47  -0.587
C -3.68 -1.41 1.71  -1.083
C -2.32 -1.22 1.78  -0.194
N -1.65 -0.76 0.68  0.926
H -6.83 -2.47 -5.79  0.248
H -5.59 -3.62 -5.86  0.241
H -6.53 -0.21 -5.03  0.256
H -5.17 1.05 -3.28  0.452
H -1.90 -1.67 -3.78  0.345
H -3.36 -3.11 -5.14  0.240
H -5.40 -1.31 0.33  0.479
H -4.26 -1.67 2.61  0.439
H -1.76 -1.42 2.69  0.560

***

Maximum force values, unit eV/A, following the record order: 3.64; 4.20; 3.83; 2.26; 1.97; 2.96.